Formula: C26H25BClN10O2Ru
Source: the Open Molecules 2025 dataset
Level of theory: ωB97M-V with the def2-TZVPD basis set

```
! RIJCOSX wB97M-V def2-TZVPD def2/J DEFGRID3
* xyz 1 1
Ru 0.835 0.640 -0.386
C -3.277 -0.394 0.652
C -2.053 0.180 0.970
N -1.157 -0.084 0.019
N -1.787 -0.826 -0.923
C -3.064 -1.013 -0.560
B -1.092 -1.120 -2.289
N 0.225 -1.841 -1.950
C 0.677 -3.047 -2.319
C 1.771 -3.358 -1.535
C 1.928 -2.267 -0.690
N 0.989 -1.353 -0.956
N -0.809 0.292 -2.867
C -1.444 0.939 -3.858
C -1.360 2.297 -3.633
C -0.652 2.420 -2.446
N -0.310 1.213 -1.993
N -1.941 -2.008 -3.156
C -2.482 -3.206 -2.791
C -2.960 -3.814 -3.919
C -2.643 -2.914 -4.957
N -2.026 -1.843 -4.500
H -4.186 -0.361 1.225
H -1.792 0.776 1.821
H -3.739 -1.560 -1.195
H 0.186 -3.600 -3.102
H 2.368 -4.252 -1.571
H 2.659 -2.099 0.080
H -1.906 0.368 -4.644
H -1.753 3.090 -4.244
H -0.384 3.309 -1.908
H -2.474 -3.537 -1.764
H -3.463 -4.762 -3.990
H -2.844 -3.006 -6.012
C 0.643 -0.255 2.476
N 0.524 0.931 1.609
C 0.813 2.124 2.075
C 1.077 3.132 1.163
C 1.535 4.457 1.206
C 1.908 4.772 -0.090
C 1.676 3.631 -0.880
N 1.153 2.658 -0.137
C 0.008 -0.162 3.852
C 0.401 -1.139 4.766
C -0.150 -1.192 6.034
C -1.103 -0.259 6.419
C -1.499 0.718 5.523
C -0.950 0.764 4.245
H 1.702 -0.489 2.584
H 0.174 -1.084 1.944
H 0.875 2.258 3.148
H 1.600 5.083 2.080
H 2.306 5.709 -0.444
H 1.872 3.497 -1.933
H 1.151 -1.868 4.477
H 0.170 -1.960 6.726
H -1.529 -0.293 7.413
H -2.239 1.453 5.810
H -1.293 1.543 3.576
Cl 5.322 -1.238 -0.749
C 4.808 0.462 -0.658
C 3.315 0.520 -0.534
O 2.577 0.878 -1.499
O 2.719 0.214 0.536
H 5.123 0.968 -1.565
H 5.269 0.908 0.220
*
```

Values from the calculation:
* energy above the lowest of the compared OMol25 structures with the same formula, charge and spin: 10.0 kcal per mole
* Kohn-Sham gap: 7.24 eV